# 1
A molecular structure, C28H24FN4NbO4 in a non-equilibrium geometry, computed with wB97M-V/def2-TZVPD.

Calculated values
- highest occupied orbital energy (eV) = -7.9
- ΔE to the lowest compared entry with this formula, charge and spin (kcal/mol) = 1.0
- Kohn-Sham gap (eV) = 6.83
- electronic energy (eV) = -47844.661

```
! RIJCOSX wB97M-V def2-TZVPD def2/J DEFGRID3
* xyz 0 1
Nb -0.658 -0.335 -0.025
C 2.275 -0.442 3.054
C 1.536 0.829 2.722
N 0.618 0.865 1.756
C -0.019 2.146 1.898
C 0.662 2.846 2.828
N 1.647 1.974 3.339
C 0.405 4.158 3.543
O -0.818 4.637 3.353
O 1.338 4.595 4.210
C -1.293 2.357 1.144
O -2.051 3.306 1.459
O -1.509 1.434 0.247
H 2.760 -0.857 2.159
H 1.517 -1.178 3.365
H 3.103 -0.281 3.783
H 2.242 2.290 4.096
H -1.316 4.130 2.614
F -3.725 3.618 -3.750
C -3.560 2.343 -3.338
C -4.472 1.804 -2.413
C -4.082 0.650 -1.746
C -2.830 0.014 -1.982
C -2.361 -1.144 -1.207
C -2.081 0.433 -3.077
C -2.438 1.592 -3.751
H -5.466 2.217 -2.207
H -4.768 0.156 -1.069
H -1.801 -1.852 -1.852
H -3.091 -1.755 -0.670
H -1.342 -0.248 -3.485
H -1.751 1.992 -4.454
N -2.102 -6.678 3.465
C -1.812 -5.597 3.124
C -1.461 -4.313 2.647
C -2.233 -3.164 2.799
C -1.833 -1.982 2.192
C -0.691 -1.884 1.418
C 0.166 -2.969 1.423
C -0.242 -4.152 2.039
H -3.230 -3.178 3.311
H -2.492 -1.106 2.308
H 1.055 -3.049 0.802
H 0.408 -5.038 1.933
C 1.522 2.441 -1.681
C 2.392 1.260 -2.001
C 3.674 1.394 -2.500
C 4.486 0.305 -2.793
C 3.977 -0.988 -2.574
C 2.709 -1.205 -2.075
C 2.171 -2.593 -1.999
C 1.933 -0.040 -1.746
N 0.771 -0.295 -1.109
H 1.796 3.269 -2.346
H 1.743 2.763 -0.666
H 0.465 2.206 -1.827
H 3.954 2.422 -2.649
H 5.465 0.455 -3.208
H 4.635 -1.820 -2.843
H 2.598 -3.145 -2.853
H 1.076 -2.493 -2.073
H 2.430 -3.118 -1.059
*
```

How positive or negative is each atom? The Löwdin charges in e answer that: Nb 1.738; C 0.016; C -0.358; N 0.089; C -0.106; C -0.055; N 0.195; C -0.443; O 0.129; O 0.092; C -0.452; O 0.081; O -0.179; H 0.087; H 0.082; H 0.095; H 0.180; H 0.080; F 0.050; C -0.260; C -0.005; C -0.043; C -0.368; C -0.258; C -0.080; C -0.006; H 0.121; H 0.110; H 0.056; H 0.058; H 0.115; H 0.103; N 0.163; C -0.173; C -0.252; C -0.023; C -0.133; C -0.330; C -0.109; C -0.039; H 0.138; H 0.109; H 0.081; H 0.131; C -0.035; C -0.227; C -0.060; C -0.069; C -0.062; C -0.229; C -0.055; C -0.288; N -0.173; H 0.085; H 0.079; H 0.064; H 0.106; H 0.094; H 0.113; H 0.087; H 0.065; H 0.077

***

# 2
A molecular structure, C28H24KN2O8PS3 in a non-equilibrium geometry, computed with wB97M-V/def2-TZVPD.

Calculated values
- highest occupied orbital energy (eV) = -3.0
- ΔE to the lowest compared entry with this formula, charge and spin (kcal/mol) = 12.4
- Kohn-Sham gap (eV) = 6.66
- electronic energy (eV) = -106908.031

```
! RIJCOSX wB97M-V def2-TZVPD def2/J DEFGRID3
* xyz -2 1
K -0.338 1.167 -1.056
O 1.345 2.052 0.755
S 2.490 1.199 0.444
O 3.730 1.913 0.220
O 2.164 0.215 -0.587
C 2.771 0.251 1.949
C 4.076 0.207 2.421
C 4.395 -0.531 3.553
C 3.403 -1.232 4.212
C 2.096 -1.178 3.746
C 1.748 -0.431 2.624
P 0.026 -0.423 1.947
C -0.778 -1.752 2.932
C -1.154 -2.902 2.246
C -1.838 -3.928 2.886
C -2.149 -3.810 4.231
C -1.794 -2.660 4.927
C -1.123 -1.636 4.280
C -0.738 1.005 2.803
C -2.090 1.207 2.537
C -2.766 2.264 3.126
C -2.098 3.134 3.976
C -0.746 2.945 4.230
C -0.068 1.884 3.644
H 4.828 0.762 1.879
H 5.418 -0.562 3.909
H 3.636 -1.823 5.090
H 1.336 -1.741 4.264
H -0.960 -2.965 1.185
H -2.163 -4.788 2.317
H -2.697 -4.600 4.731
H -2.061 -2.553 5.972
H -0.888 -0.724 4.816
H -2.606 0.535 1.857
H -3.816 2.413 2.905
H -2.625 3.967 4.425
H -0.211 3.632 4.875
H 0.991 1.754 3.829
O -1.196 4.337 -3.036
C -1.215 3.173 -3.463
O -1.662 2.136 -2.913
C -0.598 2.954 -4.859
C -0.402 1.673 -5.363
C 0.153 1.483 -6.618
C 0.493 2.602 -7.362
C 0.314 3.893 -6.891
C -0.230 4.057 -5.628
N 1.066 2.416 -8.710
O 1.442 3.406 -9.314
O 1.273 1.279 -9.094
H -0.687 0.825 -4.754
H 0.323 0.495 -7.018
H 0.600 4.733 -7.505
H -0.382 5.039 -5.201
C -1.074 -3.427 -1.874
S 0.117 -2.094 -1.918
C 1.443 -2.901 -1.028
O 0.568 -1.985 -3.347
H -0.651 -4.261 -2.436
H -1.990 -3.067 -2.334
H -1.301 -3.702 -0.847
H 1.119 -3.085 -0.003
H 2.277 -2.202 -1.020
H 1.701 -3.829 -1.541
S -4.385 -3.216 0.084
C -3.311 -1.940 -0.006
N -2.551 -1.060 -0.101
*
```

How positive or negative is each atom? The Löwdin charges in e answer that: K 0.732; O -0.424; S 0.399; O -0.336; O -0.419; C -0.251; C -0.066; C -0.095; C -0.097; C -0.086; C -0.322; P 1.115; C -0.364; C -0.109; C -0.088; C -0.100; C -0.097; C -0.108; C -0.376; C -0.090; C -0.084; C -0.108; C -0.094; C -0.087; H 0.101; H 0.094; H 0.093; H 0.084; H 0.059; H 0.094; H 0.092; H 0.093; H 0.107; H 0.084; H 0.099; H 0.090; H 0.093; H 0.104; O -0.022; C -0.684; O -0.173; C -0.102; C 0.006; C 0.005; C -0.165; C -0.012; C -0.012; N -0.359; O 0.037; O 0.049; H 0.117; H 0.115; H 0.107; H 0.111; C -0.273; S 0.762; C -0.254; O -0.556; H 0.054; H 0.046; H 0.021; H 0.040; H 0.036; H 0.053; S 0.322; C -1.022; N 0.021